Entry from the Open Molecules 2025 dataset: C32H37BN12O5S5Ti as an isolated structure (ωB97M-V/def2-TZVPD).

```
93
Properties=species:S:1:pos:R:3:forces:R:3:mulliken_spin:R:1
Ti -0.233 -0.305 -0.063 -0.18 0.20 -0.26 1.9427
C -0.134 -4.691 -0.428 0.01 0.04 -0.07 0.0003
C -0.749 -3.449 -0.607 0.11 0.05 -0.08 0.0170
N -0.116 -2.513 0.086 -0.14 -0.06 0.17 -0.0429
N 0.898 -3.120 0.746 -0.07 -0.05 0.02 0.0285
C 0.918 -4.429 0.420 0.03 0.07 -0.02 0.0275
B 1.836 -2.236 1.631 0.05 -0.09 0.03 0.0308
N 2.644 -1.345 0.678 0.20 0.02 0.03 -0.0054
C 3.939 -1.387 0.319 -0.02 0.03 0.00 -0.0040
C 4.129 -0.507 -0.724 -0.02 0.05 -0.07 0.0088
C 2.867 0.041 -0.959 0.00 0.00 0.03 0.0367
N 1.978 -0.470 -0.114 -0.11 0.08 0.18 -0.0624
N 0.966 -1.390 2.603 -0.08 -0.14 0.06 0.0097
C 0.815 -1.620 3.924 0.06 0.10 -0.04 0.0118
C -0.275 -0.906 4.367 -0.07 0.01 0.01 -0.0016
C -0.758 -0.264 3.222 0.08 0.07 -0.01 0.0035
N 0.005 -0.542 2.174 -0.04 -0.16 -0.24 -0.0210
N 2.748 -3.096 2.519 0.08 0.02 -0.08 -0.0013
C 2.485 -4.253 3.176 0.02 0.10 0.05 0.0006
C 3.480 -4.461 4.098 -0.04 -0.01 -0.03 0.0000
C 4.322 -3.345 3.946 -0.03 0.03 -0.03 -0.0002
N 3.872 -2.524 3.014 0.06 -0.06 0.04 -0.0001
H -0.388 -5.630 -0.884 0.00 -0.01 0.00 0.0006
H -1.581 -3.173 -1.236 -0.02 -0.01 0.02 -0.0012
H 1.700 -5.082 0.754 0.09 -0.06 0.16 0.0021
H 4.632 -2.021 0.841 -0.01 0.01 -0.02 -0.0003
H 5.041 -0.310 -1.258 0.01 0.01 -0.01 0.0010
H 2.552 0.744 -1.715 0.01 0.01 -0.03 -0.0249
H 1.492 -2.265 4.457 0.01 0.01 0.02 0.0031
H -0.669 -0.865 5.367 -0.01 0.00 0.01 -0.0002
H -1.624 0.362 3.091 -0.02 0.05 0.03 -0.0097
H 1.589 -4.815 2.996 -0.11 -0.08 -0.13 -0.0009
H 3.577 -5.290 4.776 0.01 -0.01 0.01 0.0000
H 5.232 -3.103 4.473 0.00 0.00 0.01 0.0000
O -4.703 5.096 -1.293 -0.01 0.04 0.09 0.0000
C -3.924 4.257 -0.928 0.04 -0.10 -0.19 -0.0002
S -2.164 4.444 -0.985 -0.01 0.02 0.09 -0.0010
C -1.773 2.879 -0.279 0.01 0.01 0.03 0.0186
C -2.784 2.008 -0.042 -0.06 0.00 -0.06 0.0257
S -2.726 0.326 0.368 0.15 0.11 0.14 -0.0260
S -4.392 2.655 -0.328 0.00 0.04 0.07 0.0017
S -0.121 2.332 -0.436 0.05 -0.25 -0.03 0.0065
C 2.264 5.379 -3.672 -0.03 0.03 0.00 0.0001
C 1.005 4.620 -4.064 0.02 -0.01 0.02 -0.0015
S 1.447 3.017 -4.722 -0.05 -0.05 0.06 -0.0022
O 2.342 3.216 -5.831 0.00 0.02 -0.06 0.0012
O 1.868 2.205 -3.606 -0.01 -0.04 0.04 -0.0045
C -0.136 2.451 -5.335 -0.02 0.01 0.08 0.0102
C -0.279 0.957 -5.627 0.01 -0.06 -0.06 -0.0043
N -0.134 0.093 -4.467 0.14 0.19 0.00 0.0483
C -0.767 0.284 -3.274 -0.16 -0.10 -0.06 0.0545
N -0.260 -0.493 -2.341 0.06 0.11 0.32 -0.0143
C 0.749 -1.229 -2.936 -0.01 -0.07 0.03 0.1987
C 0.853 -0.873 -4.257 -0.05 0.00 -0.02 -0.0241
N 1.690 -1.385 -5.212 -0.04 0.01 -0.02 0.2547
O 2.533 -2.257 -4.823 0.06 -0.04 0.04 0.2637
O 1.552 -1.033 -6.448 -0.04 0.07 -0.01 0.2083
C -1.964 1.157 -3.114 -0.02 -0.02 0.01 -0.0004
H 1.991 6.339 -3.234 0.00 0.01 -0.01 0.0000
H 2.896 5.554 -4.541 0.00 -0.01 0.00 0.0000
H 2.838 4.821 -2.935 0.02 -0.04 0.03 0.0000
H 0.437 5.144 -4.833 0.01 -0.01 -0.02 -0.0002
H 0.358 4.430 -3.205 -0.01 -0.01 0.00 0.0024
H -0.295 3.009 -6.258 0.02 0.00 -0.02 0.0020
H -0.866 2.795 -4.602 0.04 -0.01 0.00 -0.0018
H 0.453 0.600 -6.354 0.01 0.01 0.02 -0.0012
H -1.274 0.817 -6.060 0.01 0.00 -0.01 0.0003
H 1.343 -1.948 -2.405 0.00 -0.03 -0.02 0.0318
H -2.499 1.259 -4.059 -0.02 -0.02 0.00 0.0035
H -1.714 2.159 -2.756 -0.01 -0.03 -0.06 0.0033
H -2.637 0.704 -2.385 0.04 0.02 -0.02 -0.0009
C -1.643 5.090 2.365 0.03 0.02 -0.03 -0.0002
N -1.113 4.248 3.411 0.04 -0.10 -0.02 0.0000
C -0.354 5.005 4.381 0.04 -0.08 -0.02 0.0001
C -0.477 3.024 2.917 -0.09 0.03 0.01 0.0161
C 0.837 3.170 2.166 -0.01 0.00 0.01 -0.0234
C 1.990 3.418 2.914 -0.07 0.04 -0.04 0.0026
C 3.236 3.583 2.334 0.01 0.00 0.01 0.0001
C 3.363 3.503 0.958 0.03 0.00 0.00 0.0043
C 2.246 3.228 0.192 0.00 0.00 0.01 0.0029
C 0.995 3.038 0.782 0.02 0.06 -0.07 0.0008
H -2.158 5.942 2.811 0.00 0.00 0.00 0.0000
H -2.365 4.527 1.777 -0.03 -0.01 -0.03 0.0006
H -0.872 5.481 1.680 0.00 0.00 0.00 -0.0002
H -1.001 5.769 4.815 0.00 0.00 0.01 0.0000
H 0.529 5.513 3.964 0.03 0.01 -0.02 0.0000
H -0.020 4.348 5.187 0.01 -0.01 0.01 0.0000
H -1.206 2.510 2.289 0.00 0.00 0.01 -0.0033
H -0.289 2.390 3.785 0.00 -0.04 0.03 0.0014
H 1.905 3.444 3.992 -0.02 0.04 0.05 -0.0004
H 4.104 3.753 2.957 0.00 0.01 0.00 -0.0002
H 4.328 3.617 0.480 0.00 0.01 0.01 -0.0002
H 2.340 3.103 -0.881 0.00 0.03 -0.04 -0.0026
```
Forces are in eV/Å.

Output
- Orbital gap (spin up / spin down): 0.167 / 0.271 hartree
- Molar mass: 888.74 g mol⁻¹
- 2S+1: 4
- ⟨S²⟩: 3.766
- Charge: -1

Entry from the Open Molecules 2025 dataset: C30H31N9OPtS as an isolated structure (ωB97M-V/def2-TZVPD).

```
73
Properties=species:S:1:pos:R:3:forces:R:3:mulliken_spin:R:1
Pt -0.204 -0.081 1.487 -0.16 -0.96 0.16 1.4707
C 1.826 1.440 -0.569 0.01 -0.14 0.00 0.0125
N 1.304 0.080 -0.431 -0.27 0.11 0.03 0.0809
C 2.345 -0.961 -0.374 0.26 -0.23 0.17 0.0058
C 2.063 -1.989 0.676 -0.23 -0.08 0.21 -0.0114
N 1.180 -1.855 1.646 0.06 0.80 -0.36 0.1608
C 1.258 -3.007 2.418 0.22 -0.47 0.20 -0.0078
C 0.591 -3.403 3.578 -0.10 0.08 0.01 0.0061
C 0.894 -4.643 4.105 -0.08 0.10 0.01 -0.0008
C 1.852 -5.479 3.519 0.15 0.05 -0.21 0.0006
C 2.551 -5.087 2.393 0.06 -0.22 0.13 -0.0002
C 2.235 -3.846 1.859 -0.39 0.30 0.20 -0.0106
N 2.718 -3.157 0.757 0.13 -0.11 -0.05 -0.0008
C 1.694 2.212 0.704 0.25 0.26 -0.27 0.0903
N 0.917 1.830 1.736 -0.08 0.07 0.56 0.1331
C 0.976 2.826 2.650 0.17 -0.30 -0.58 0.2375
C 0.332 2.979 3.909 -0.12 0.17 0.40 0.1002
C 0.581 4.124 4.617 -0.30 -0.49 0.03 0.0365
C 1.451 5.115 4.118 0.11 0.10 -0.02 0.2444
C 2.120 4.973 2.876 0.20 -0.17 -0.36 0.1117
C 1.850 3.840 2.164 0.04 0.60 0.40 0.0289
N 2.274 3.391 0.920 0.00 -0.19 0.03 0.0017
H 2.875 1.438 -0.878 0.00 0.07 -0.03 0.0046
H 1.282 1.987 -1.345 -0.05 0.01 0.04 0.0178
H 0.661 -0.118 -1.186 0.06 0.02 -0.11 -0.0099
H 2.473 -1.455 -1.340 -0.02 0.08 -0.03 0.0027
H 3.304 -0.500 -0.124 -0.03 0.06 -0.07 0.0014
H -0.114 -2.749 4.071 0.05 -0.06 0.01 0.0008
H 0.390 -4.977 5.002 0.01 0.02 0.01 0.0000
H 2.059 -6.442 3.964 0.02 0.00 0.00 -0.0001
H 3.314 -5.722 1.961 -0.02 0.00 -0.03 0.0005
H 3.465 -3.475 0.159 -0.02 0.03 -0.10 0.0020
H -0.338 2.217 4.284 0.01 0.02 -0.08 0.0097
H 0.107 4.276 5.577 0.01 0.04 0.00 0.0058
H 1.610 6.016 4.698 0.06 -0.01 0.00 -0.0039
H 2.817 5.726 2.531 -0.07 0.05 0.01 0.0044
H 2.926 3.874 0.313 -0.01 -0.08 -0.07 -0.0002
N -2.692 -1.898 4.508 -0.08 -0.09 -0.17 0.0012
C -2.063 -1.160 5.470 0.22 0.26 0.08 -0.0006
C -1.179 -0.355 4.809 -0.07 -0.11 0.23 0.0046
N -1.273 -0.593 3.467 -0.13 0.04 -0.55 0.1191
C -2.190 -1.539 3.307 0.09 0.20 0.49 -0.0166
C -2.459 -2.067 1.993 -0.04 -0.14 -0.49 -0.0233
N -1.790 -1.596 0.951 0.23 0.21 0.40 0.1272
C -2.246 -2.259 -0.153 -0.12 -0.16 -0.09 -0.0074
C -3.206 -3.153 0.231 0.16 0.09 -0.28 -0.0018
N -3.328 -3.016 1.586 -0.03 0.07 0.21 0.0017
H -3.398 -2.593 4.698 0.01 -0.04 -0.03 0.0012
H -2.287 -1.254 6.520 -0.01 -0.06 -0.02 0.0010
H -0.466 0.329 5.234 -0.02 -0.03 0.01 0.0006
H -1.874 -2.066 -1.144 0.02 -0.04 0.01 0.0004
H -3.782 -3.859 -0.342 -0.02 -0.02 0.07 0.0005
H -3.951 -3.563 2.161 0.01 -0.03 0.02 0.0012
C -5.745 6.492 -1.737 -0.04 0.06 -0.11 0.0368
C -5.162 5.327 -1.077 -0.14 0.23 -0.05 0.2047
C -5.594 4.949 0.236 0.09 -0.27 0.28 0.1708
C -5.000 3.899 0.877 -0.25 0.19 -0.01 -0.0120
C -3.981 3.170 0.224 -0.04 -0.19 0.22 0.2679
C -3.535 3.513 -1.063 0.05 0.10 -0.26 -0.0218
C -4.142 4.551 -1.717 0.23 -0.28 0.01 0.1868
S -3.334 1.736 1.117 -0.05 -0.11 -0.51 0.0408
C -4.565 0.583 0.430 -0.13 0.11 0.14 0.0357
O -2.018 1.355 0.497 -0.13 0.42 0.03 0.0559
H -6.009 7.284 -1.032 0.04 -0.02 0.02 0.0184
H -6.717 6.200 -2.181 0.02 -0.10 0.03 0.0698
H -5.136 6.869 -2.557 0.00 0.01 0.02 0.0041
H -6.381 5.508 0.726 0.00 0.06 -0.07 0.0009
H -5.317 3.623 1.876 0.02 -0.01 0.00 0.0007
H -2.754 2.939 -1.545 0.00 -0.04 0.07 -0.0017
H -3.856 4.789 -2.734 -0.02 0.09 0.02 0.0035
H -4.253 0.319 -0.579 0.08 0.08 0.00 0.0020
H -5.549 1.053 0.416 0.01 -0.02 0.05 -0.0003
H -4.600 -0.297 1.070 0.12 0.01 0.01 0.0021
```
Forces are in eV/Å.

Output
- Orbital gap (spin up / spin down): 0.254 / 0.117 hartree
- Molar mass: 760.79 g mol⁻¹
- 2S+1: 5
- ⟨S²⟩: 6.043
- Charge: +4

Entry from the Open Molecules 2025 dataset: C5H10N2O as an isolated structure (ωB97M-V/def2-TZVPD).

```
18
Properties=species:S:1:pos:R:3:forces:R:3:mulliken_charge:R:1
C 0.393 1.421 1.267 -0.77 -0.41 1.16 -0.1989
C -0.517 0.678 1.921 1.51 1.50 0.22 -0.3130
C -1.153 -0.671 0.041 -0.95 -0.32 0.05 -0.1772
C 0.778 1.292 -0.112 -0.81 -1.67 -1.55 -0.2954
C 0.959 -1.330 -0.919 0.81 -1.21 -0.24 -0.9447
N -1.287 -0.258 1.252 -0.40 -0.86 -1.02 0.0963
N -0.071 -0.297 -0.815 1.50 2.74 1.41 0.2146
O -0.608 0.127 -2.006 -0.70 0.54 -0.49 -0.4308
H 0.851 2.272 1.774 0.01 -0.11 0.10 0.4382
H -0.761 0.837 2.962 -0.07 -0.04 -0.07 0.4335
H -1.923 -1.291 -0.425 0.13 0.05 0.18 0.4654
H 0.410 2.078 -0.775 -0.11 -0.16 -0.15 0.3509
H 1.811 1.025 -0.329 -0.04 -0.19 0.03 0.3565
H 1.669 -1.084 -1.718 -0.24 0.26 0.16 0.4316
H 1.508 -1.421 0.018 -0.12 0.12 0.10 0.4008
H 0.512 -2.303 -1.148 -0.11 0.14 -0.02 0.4018
H -2.111 -0.593 1.771 0.14 -0.08 -0.26 0.3658
H -0.460 -0.481 -2.759 0.23 -0.31 0.40 0.4047
```
Forces are in eV/Å.

Output
- Orbital gap: 0.332 hartree
- Molar mass: 114.15 g mol⁻¹
- Charge: +2

Entry from the Open Molecules 2025 dataset: a 2-piece molecular cluster, C4H9OP overall (ωB97M-V/def2-TZVPD).

```
15
Properties=species:S:1:pos:R:3:forces:R:3:mulliken_charge:R:1
C -2.179 0.502 0.113 -0.11 0.06 -0.02 -0.6613
C -1.227 -0.318 0.515 0.13 -0.23 -0.12 -0.2835
C 1.074 -0.816 -1.231 -0.06 0.13 -0.44 -0.7188
C 0.191 0.072 0.736 0.02 3.81 -1.90 0.0690
O 1.164 -0.694 0.164 0.04 -0.37 0.16 -0.2793
P 0.677 0.272 2.504 -0.11 -0.49 0.22 -0.1620
H -3.202 0.191 -0.011 -0.16 -0.17 0.09 0.2791
H -1.956 1.535 -0.110 0.10 0.13 -0.07 0.2514
H -1.440 -1.359 0.727 -0.12 -0.17 0.07 0.3905
H 1.944 -1.382 -1.556 -0.03 -0.02 -0.02 0.2513
H 1.085 0.190 -1.675 0.01 -0.12 0.01 0.3224
H 0.155 -1.321 -1.542 0.04 -0.02 0.02 0.3012
H 0.209 1.517 -0.062 0.15 -3.15 1.93 0.1527
H 0.029 1.484 2.696 -0.31 0.42 0.11 0.0540
H 1.900 0.868 2.212 0.40 0.17 -0.03 0.0334
```
Forces are in eV/Å.

Output
- Orbital gap: 0.364 hartree
- Molar mass: 104.09 g mol⁻¹

Entry from the Open Molecules 2025 dataset: a 2-piece molecular cluster, C8H20O4 overall (ωB97M-V/def2-TZVPD).

```
32
Properties=species:S:1:pos:R:3:forces:R:3:mulliken_charge:R:1
O 0.581 -4.478 -1.614 -0.88 -0.30 -0.58 -0.5513
C 1.406 -4.143 -0.498 -0.90 0.33 -0.09 -0.3515
C 2.690 -3.540 -1.075 -0.51 0.25 0.61 -0.4095
C 3.799 -3.166 -0.072 0.42 -0.60 -1.30 -0.5204
C 3.486 -2.089 0.912 0.12 0.02 0.63 -0.4715
O 2.422 -2.534 1.783 0.21 0.13 0.05 -0.5204
H -0.294 -4.039 -1.582 1.05 -0.41 0.25 0.3256
H 1.544 -5.031 0.149 0.15 0.27 -0.34 0.2141
H 0.809 -3.403 0.070 0.92 -0.23 0.15 0.2869
H 3.184 -4.171 -1.839 -0.74 -0.01 0.33 0.3205
H 2.288 -2.645 -1.588 0.69 -0.15 0.04 0.1924
H 4.154 -4.047 0.496 -0.14 0.12 -0.41 0.2975
H 4.592 -2.888 -0.792 0.23 0.19 0.91 0.2969
H 4.368 -1.860 1.540 -0.23 0.03 -0.37 0.2637
H 3.209 -1.164 0.370 -0.37 -0.41 0.61 0.3138
H 2.695 -3.364 2.227 -0.05 0.79 -0.49 0.3132
O -0.938 5.832 0.011 1.07 0.29 -0.12 -0.5281
C -1.424 4.714 0.754 -0.09 -0.02 -0.62 -0.4290
C -2.235 3.786 -0.207 -0.60 -0.73 1.56 -0.4632
C -2.966 2.675 0.662 -0.64 0.56 -0.74 -0.5118
C -3.917 1.856 -0.220 -0.94 -1.06 0.74 -0.5766
O -3.199 1.109 -1.157 1.01 -0.22 -2.35 -0.5272
H -0.016 6.064 0.250 -0.98 -0.41 -0.10 0.3136
H -2.089 5.153 1.523 0.03 -0.62 -0.19 0.2227
H -0.601 4.192 1.279 -0.38 0.02 -0.36 0.3407
H -3.046 4.394 -0.653 0.45 -0.17 0.09 0.2343
H -1.700 3.281 -1.035 0.19 0.58 0.63 0.3051
H -2.322 1.978 1.232 0.02 0.53 -0.45 0.3549
H -3.613 3.204 1.388 0.34 -0.28 -0.11 0.2928
H -4.402 1.004 0.295 -0.41 1.10 0.97 0.3141
H -4.714 2.467 -0.685 0.48 0.05 0.17 0.3514
H -3.752 0.854 -1.925 0.45 0.35 0.88 0.3063
```
Forces are in eV/Å.

Output
- Orbital gap: 0.388 hartree
- SMILES: OCCCCO.OCCCCO
- Molar mass: 180.24 g mol⁻¹

Entry from the Open Molecules 2025 dataset: one molecule with the formula C9H6O2 (ωB97M-V/def2-TZVPD).

```
17
Properties=species:S:1:pos:R:3:forces:R:3:mulliken_charge:R:1
O -4.130 -0.031 -0.014 6.07 -1.76 0.31 -0.5089
C -2.933 -0.526 0.166 -6.06 0.80 1.32 -0.1383
C -1.587 0.110 -0.064 1.69 -3.79 -1.40 0.6792
C -1.272 1.461 -0.247 0.05 0.82 0.43 -0.3388
C 0.137 1.738 0.044 -1.54 1.08 -1.46 -0.5144
C 1.110 0.715 -0.043 -1.84 2.21 1.12 0.2876
O 2.507 0.959 0.133 -5.43 7.63 0.43 -0.2740
C 2.991 -0.116 0.001 7.71 -13.89 0.86 0.0612
C 2.181 -1.275 -0.117 0.57 -0.41 -0.96 -0.6851
C 0.868 -0.677 -0.135 -1.86 0.00 -0.56 0.6221
C -0.524 -1.028 -0.169 -2.57 2.10 1.56 -0.6704
H -3.003 -1.561 0.841 0.88 2.23 -1.97 0.1935
H -2.135 2.326 -0.575 2.75 -2.63 1.59 0.2734
H 0.280 2.845 0.223 0.80 -1.56 -0.41 0.2934
H 4.140 -0.474 0.331 -2.74 2.20 -1.28 0.2433
H 2.464 -2.426 -0.324 -0.51 3.31 0.76 0.2621
H -1.095 -2.040 -0.051 2.04 1.67 -0.36 0.2141
```
Forces are in eV/Å.

Output
- Orbital gap: 0.300 hartree
- SMILES: O=Cc1ccc2occc2c1
- Molar mass: 146.14 g mol⁻¹